Entry 1:
C27H39F3N3O13P2SSm as an isolated structure at a distorted geometry. Source: OMol25; level of theory: wB97M-V/def2-TZVPD.

Calculated values
Total energy   -115191.9634 eV
F_max   2.3 eV/A
HOMO level (alpha / beta)   -8.160 / -8.174 eV
2S+1   6
Charge   0

Last column: Löwdin spin population.
Element x y z (Å)
Sm 0.857 0.429 0.818  5.05
F -1.299 5.444 4.759  0.00
C -0.572 4.926 3.713  0.00
F 0.706 4.907 4.113  0.00
F -0.684 5.875 2.769  0.00
C -1.120 3.605 3.283  0.00
C -2.397 3.247 3.668  0.00
C -2.973 2.097 3.189  0.00
C -2.246 1.302 2.328  0.00
N -1.018 1.616 1.932  -0.01
C -0.404 2.774 2.361  0.00
S 1.202 2.981 1.826  -0.01
H -2.988 3.878 4.339  0.00
H -3.906 1.739 3.547  0.00
H -2.671 0.441 1.863  0.00
C -3.206 0.997 -0.881  0.00
C -2.402 1.870 -1.829  0.00
C -3.328 2.689 -2.723  0.00
O -1.627 1.055 -2.752  0.00
P -0.079 0.938 -2.569  0.00
O 0.380 1.569 -1.278  0.00
C 0.427 -0.794 -2.911  0.00
P 1.014 -1.577 -1.234  0.00
O -0.351 -1.129 -0.561  -0.01
O 1.290 -3.032 -1.730  0.00
C 0.186 -3.962 -2.115  0.00
C 0.410 -4.379 -3.529  0.00
C 0.144 -5.047 -1.034  0.00
O 2.308 -0.468 -1.143  0.00
C 3.222 -0.035 -2.179  0.00
C 4.258 0.959 -1.631  0.00
C 3.850 -1.304 -2.701  0.00
O 0.507 1.770 -3.768  0.00
C 1.322 3.034 -3.918  0.00
C 0.385 3.896 -4.751  0.00
C 2.673 2.735 -4.567  0.00
H -3.768 1.630 -0.218  0.00
H -2.529 0.277 -0.362  0.00
H -3.878 0.353 -1.438  0.00
H -1.644 2.442 -1.320  0.00
H -3.936 1.951 -3.227  0.00
H -2.796 3.214 -3.501  0.00
H -3.967 3.307 -2.128  0.00
H 1.134 -0.771 -3.741  0.00
H -0.515 -1.291 -3.177  0.00
H -0.725 -3.390 -2.018  0.00
H 1.384 -4.778 -3.637  0.00
H 0.304 -3.483 -4.153  0.00
H -0.327 -5.042 -3.928  0.00
H 0.994 -5.735 -1.110  0.00
H -0.763 -5.640 -1.206  0.00
H 0.075 -4.506 -0.093  0.00
H 2.631 0.411 -2.978  0.00
H 4.751 0.567 -0.734  0.00
H 3.716 1.896 -1.460  0.00
H 4.977 1.082 -2.433  0.00
H 4.591 -1.697 -1.982  0.00
H 4.356 -1.105 -3.623  0.00
H 3.134 -2.131 -2.884  0.00
H 1.477 3.349 -2.863  0.00
H 0.051 3.380 -5.660  0.00
H 0.855 4.824 -5.027  0.00
H -0.473 3.998 -4.083  0.00
H 2.598 2.086 -5.447  0.00
H 3.511 2.398 -3.960  0.00
H 3.071 3.756 -4.894  0.00
O 2.314 -1.377 4.504  0.00
C 1.349 -1.085 3.837  0.00
O 1.328 -0.247 2.890  -0.01
C -0.021 -1.615 4.252  0.00
C -0.999 -1.965 3.356  0.00
C -2.291 -2.309 3.821  0.00
C -2.606 -2.287 5.163  0.00
C -1.634 -1.845 5.997  0.00
C -0.349 -1.575 5.610  0.00
N -2.020 -1.624 7.415  0.00
O -1.098 -1.539 8.216  0.00
O -3.205 -1.645 7.741  0.00
N -3.329 -2.829 2.890  0.00
O -3.036 -2.889 1.709  0.00
O -4.421 -3.154 3.362  0.00
H -0.774 -1.960 2.298  0.00
H -3.629 -2.458 5.583  0.00
H 0.370 -1.236 6.315  0.00
C 2.812 -2.585 0.731  0.00
O 1.566 -1.941 0.387  0.00
H 3.587 -2.423 -0.021  0.00
H 2.692 -3.639 0.818  0.00
H 3.229 -2.171 1.701  0.00

Forces on the atoms, in the same order (eV/Å):
-0.22 0.11 0.18
0.32 -0.58 -0.20
-0.23 1.04 0.97
-0.30 -0.16 -0.07
0.21 -0.20 -0.52
0.32 -0.28 -0.88
-0.07 0.73 0.40
0.32 -0.96 -0.18
0.18 0.85 0.06
0.29 0.67 -0.04
-0.95 -0.90 0.71
0.56 0.68 -0.20
0.46 -0.13 -0.18
-0.79 0.01 0.10
-0.23 -0.68 0.03
1.33 -1.01 -0.36
-0.45 0.18 -0.56
0.49 -1.01 0.17
-0.38 -0.93 0.06
1.17 0.37 -0.06
0.03 -0.41 0.11
-0.41 0.50 0.80
-1.43 1.68 0.47
1.64 0.07 -0.38
-0.01 -1.31 -0.84
0.21 0.12 1.13
-0.45 1.38 -0.37
-0.19 0.26 -1.04
0.00 0.01 0.46
-0.36 -0.96 -0.07
-1.37 -0.52 -0.25
0.33 -0.89 0.28
0.98 0.03 -0.88
-0.18 -1.68 0.75
0.03 -0.63 0.75
0.50 1.71 -0.79
-0.18 0.11 0.51
-0.46 0.75 -0.05
-0.31 0.09 -0.23
-0.25 0.58 0.54
-0.43 -0.11 -0.24
0.20 0.47 0.04
-0.29 0.62 0.20
-0.15 -0.23 -0.03
0.34 -0.08 -0.13
-0.38 0.20 -0.06
1.01 -0.53 -0.27
0.35 -0.10 0.00
-0.48 -0.74 0.18
-0.01 0.34 0.26
0.08 0.10 0.22
0.12 -0.44 0.25
0.16 0.34 0.02
-0.16 0.19 -0.18
0.48 0.02 0.28
0.28 0.25 0.04
-0.23 0.20 -0.23
0.46 0.09 -0.63
0.26 0.70 0.07
-0.21 0.37 -0.76
0.29 -0.03 0.28
-0.06 0.52 0.08
-0.15 0.63 -0.46
-0.15 0.24 0.14
-0.51 -0.41 0.51
-0.62 -1.22 0.03
0.42 -0.51 0.29
-0.21 -0.28 1.23
-0.33 0.47 -1.58
-0.05 0.33 0.68
-1.26 -0.34 -0.38
0.57 -0.62 -0.19
-2.01 0.23 -0.37
0.06 0.33 1.20
0.25 0.26 -0.62
0.20 -0.86 1.35
-0.59 0.28 -0.59
0.97 0.23 -0.79
-0.64 0.02 0.08
-0.09 0.03 0.39
1.31 0.38 -0.49
-0.17 -0.16 -0.19
1.11 -0.04 -0.73
0.48 0.08 0.47
0.45 1.58 0.45
0.46 -0.42 0.84
-0.10 0.17 -0.18
-0.39 -0.87 0.16
-0.82 -0.39 -0.99

Entry 2:
C27H40BClFN2O2 as an isolated structure at a distorted geometry. Source: OMol25; level of theory: wB97M-V/def2-TZVPD.

Calculated values
Total energy   -51630.3711 eV
F_max   8.1 eV/A
HOMO level   -8.485 eV
Charge   +1
Energy above the lowest of the compared OMol25 structures with the same formula, charge and spin   102.13 kcal/mol

Last column: Löwdin charge in e.
Element x y z (Å)
Cl -2.100 -4.557 3.471  0.69
C -1.147 -3.096 3.784  -0.49
N -1.082 -2.241 2.564  -0.27
C -0.390 -2.984 1.418  -0.06
C -0.176 -2.033 0.273  -0.07
N -0.929 -0.800 0.589  -0.22
F -0.949 0.126 -0.769  -0.17
C -0.266 -0.112 1.702  -0.11
C -0.259 -1.035 2.879  -0.08
C -2.362 -0.959 0.886  -0.07
C -2.462 -1.722 2.177  -0.07
H -1.628 -2.530 4.592  0.11
H -0.128 -3.395 4.055  0.11
H 0.577 -3.348 1.820  0.15
H -1.019 -3.850 1.165  0.12
H 0.874 -1.722 0.197  0.14
H -0.506 -2.431 -0.687  0.12
H 0.758 0.087 1.417  0.11
H -0.808 0.816 1.911  0.13
H -0.676 -0.558 3.776  0.15
H 0.766 -1.365 3.105  0.15
H -2.729 0.071 0.984  0.15
H -2.847 -1.447 0.033  0.13
H -3.166 -2.565 2.146  0.12
H -2.764 -1.039 2.991  0.15
C 3.771 -0.536 -0.673  -0.02
C 3.410 0.861 -0.229  -0.45
C 4.384 1.268 0.886  0.00
C 3.236 1.891 -1.459  -0.44
C 4.453 2.760 -1.672  0.00
C 2.785 1.124 -2.706  -0.01
O 2.175 2.770 -1.046  0.17
B 1.661 2.204 0.094  -0.60
C 0.637 3.010 0.921  -0.08
C -0.750 2.818 0.778  -0.07
C -1.625 3.652 1.461  -0.08
C -1.120 4.613 2.349  -0.08
C 0.270 4.795 2.506  -0.07
C 1.153 4.026 1.741  -0.03
C -1.789 -0.158 -2.631  -0.12
C -2.410 1.187 -2.819  -0.10
C -2.424 -1.432 -2.705  -0.24
C -1.644 -2.586 -3.045  -0.05
C -2.152 -3.860 -2.893  -0.09
C -3.459 -4.050 -2.428  -0.09
C -4.298 -2.944 -2.252  -0.09
C -3.822 -1.648 -2.460  -0.03
O 2.096 0.907 0.366  0.08
H 4.797 -0.509 -1.065  0.11
H 3.759 -1.219 0.178  0.09
H 3.136 -0.938 -1.473  0.08
H 5.363 1.474 0.459  0.09
H 4.045 2.142 1.462  0.10
H 4.500 0.417 1.569  0.09
H 5.310 2.107 -1.866  0.10
H 4.291 3.425 -2.529  0.10
H 4.629 3.375 -0.778  0.10
H 3.631 0.573 -3.131  0.10
H 1.985 0.405 -2.466  0.09
H 2.434 1.793 -3.498  0.10
H -1.102 1.994 0.163  0.08
H -2.694 3.536 1.304  0.10
H -1.817 5.227 2.931  0.11
H 0.685 5.523 3.216  0.11
H 2.231 4.176 1.768  0.11
H -0.729 -0.162 -2.891  0.10
H -1.618 1.969 -2.906  0.09
H -3.090 1.169 -3.693  0.09
H -3.004 1.623 -1.996  0.08
H -0.664 -2.412 -3.475  0.11
H -1.528 -4.705 -3.170  0.11
H -3.815 -5.061 -2.230  0.11
H -5.339 -3.108 -1.981  0.11
H -4.517 -0.796 -2.466  0.12

Forces on the atoms, in the same order (eV/Å):
0.14 0.09 0.23
-0.17 -0.25 0.05
-0.06 -0.25 0.03
0.00 -1.14 0.73
-0.55 1.74 -0.05
0.85 -3.45 6.27
-1.32 2.71 -7.51
-0.69 -0.15 -0.88
0.64 -0.13 1.66
1.45 0.38 -1.07
-0.71 -0.45 1.04
0.20 -0.15 -0.30
-0.31 0.16 -0.06
-0.62 0.08 -0.03
0.18 0.35 0.13
-0.24 -0.12 -0.09
-0.12 -0.08 -0.03
-0.10 0.30 -0.09
0.22 -0.26 0.00
0.06 -0.30 -0.11
-0.37 -0.15 0.06
-0.22 -0.36 -0.03
0.02 0.02 0.17
0.38 0.23 0.00
0.16 -0.49 -0.13
0.18 -0.34 -0.40
-0.01 0.49 -0.40
0.08 0.03 -0.28
0.30 -0.63 0.16
0.08 -0.17 -0.15
0.14 0.10 -0.21
0.28 -0.77 1.07
-0.90 -0.14 -0.81
-0.23 0.16 0.07
0.56 0.45 0.34
0.30 0.15 0.28
0.31 0.14 0.15
-0.21 -0.09 -0.09
-0.90 -0.31 -0.01
1.63 1.47 0.11
-0.25 0.93 0.00
-0.85 -0.91 -0.02
-0.46 1.02 0.53
-0.16 -0.12 -0.05
0.18 0.08 0.10
0.13 0.03 -0.24
0.69 0.15 0.15
0.29 0.70 -0.17
-0.18 -0.12 0.11
0.00 0.02 -0.01
0.10 0.13 0.42
0.14 0.08 0.10
0.08 -0.20 -0.27
-0.12 0.29 -0.03
0.10 0.31 -0.02
0.10 -0.15 0.16
0.06 -0.21 -0.34
-0.13 -0.02 0.10
0.16 0.38 -0.09
-0.01 0.11 0.31
-0.04 0.40 -0.14
0.06 0.11 0.18
0.33 -0.21 -0.27
-0.43 -0.23 -0.38
-0.22 0.11 0.19
-0.39 -0.17 -0.34
-0.50 -0.76 -0.44
0.42 0.25 0.20
-0.05 -0.80 0.04
0.11 -0.13 0.23
-0.16 0.00 0.11
-0.03 0.30 -0.16
0.18 0.10 -0.12
0.42 -0.36 0.35